The following is a DFT calculation (ωB97M-V/def2-TZVPD) of 6 unconnected molecules or ions with the total composition C33H66Br2ClF2O11PS5Si in a non-equilibrium geometry.

Results
2S+1: 1
ΔE to the lowest compared entry with this formula, charge and spin, eV: 3.288
LUMO, eV: 0.29
HOMO level, eV: -8.654
Net charge: 0
Gap between HOMO and LUMO, eV: 8.95
M, g/mol: 1091.53
E, eV: -287191.9640

Geometry (Å):
Br -4.152 1.790 3.542
Br -1.095 5.286 3.960
Cl -5.185 5.500 0.770
S -6.159 -5.151 -1.314
S -8.494 8.568 -0.373
S 8.760 -8.741 -0.546
S 5.871 -2.470 -4.525
S 5.037 -4.100 -1.290
P -3.115 5.710 0.711
Si -5.765 0.276 0.095
F -1.862 3.062 -0.835
F -1.885 1.710 1.053
O -0.817 4.657 1.006
O 5.921 0.879 2.795
O 4.568 -3.076 -0.306
O -9.077 9.877 0.030
O 7.746 -7.672 -0.318
O -6.766 -3.842 -0.953
O 0.781 3.403 2.144
O 4.699 0.938 0.292
O -2.843 6.993 1.787
O 7.244 -2.977 -4.245
O 2.354 2.890 0.144
C -3.905 2.563 0.140
C 5.860 -0.707 -4.149
C -4.370 -4.949 -1.242
C 3.430 0.768 0.916
C 1.046 3.397 -0.181
C 3.936 -5.521 -1.157
C -4.158 1.151 -0.510
C -4.471 -3.476 2.979
C 0.252 3.805 1.145
C -5.819 -3.297 2.437
C -6.215 -2.185 1.581
C 5.720 -2.279 -6.312
C -2.112 3.910 2.915
C 6.474 -4.915 -0.580
C -2.390 2.882 0.457
C 5.551 -0.184 0.513
C -6.700 8.740 -0.330
C 7.061 2.634 1.515
C -3.384 3.624 3.778
C -3.878 -1.296 1.817
C -4.469 4.751 3.920
C -5.217 -1.153 1.251
C 9.941 -8.114 -1.754
C -3.475 -2.431 2.663
C 6.245 -0.222 1.943
C -8.623 8.450 -2.168
C 2.265 1.452 0.107
C -7.030 1.450 0.891
C 9.894 -8.713 0.855
C -6.257 -5.314 -3.107
C -2.154 4.155 1.368
C -6.603 -0.454 -1.479
C 6.977 1.845 2.875
H 7.289 -4.192 -0.529
H 10.766 -8.820 -1.856
H -8.097 7.559 -2.513
H -1.484 2.985 3.078
H -2.971 3.531 4.823
H -5.996 -1.314 -1.872
H -4.175 -4.337 3.622
H 7.924 1.321 3.170
H 6.681 -0.212 -4.668
H -3.119 -0.518 1.583
H -2.437 -2.522 3.073
H 1.180 4.261 -0.881
H 4.319 -6.335 -1.773
H -3.886 -5.852 -1.618
H 2.950 -5.227 -1.515
H 7.362 -0.185 1.757
H 1.314 1.067 0.576
H 5.983 -0.584 -3.073
H -7.305 -5.414 -3.387
H -6.594 0.319 -2.304
H 7.786 3.484 1.593
H -4.084 -4.791 -0.202
H -6.575 1.944 1.785
H 7.468 1.919 0.743
H 5.744 -3.268 -6.767
H 6.242 -5.272 0.423
H -7.425 2.183 0.133
H -6.396 9.613 -0.909
H -5.712 -6.206 -3.421
H 4.906 -0.276 -4.455
H 4.771 -1.795 -6.546
H -3.336 0.404 -0.398
H 6.029 2.982 1.241
H -7.229 -2.064 1.141
H 10.316 -7.140 -1.436
H -4.170 3.315 -0.664
H 5.026 -1.178 0.383
H 3.187 -0.332 1.034
H -5.836 -4.428 -3.584
H -4.300 1.290 -1.622
H 10.721 -9.400 0.667
H 6.771 -5.748 -1.215
H -9.677 8.373 -2.432
H -8.197 9.342 -2.630
H 6.333 -0.164 -0.300
H 9.432 -8.012 -2.711
H -4.604 2.796 0.976
H 6.551 -1.683 -6.693
H -4.069 -4.085 -1.837
H 6.066 -1.199 2.478
H -6.618 -4.052 2.661
H 3.865 -5.839 -0.116
H 10.272 -7.701 1.007
H -6.238 7.839 -0.736
H 9.351 -9.036 1.743
H 3.386 1.184 1.968
H -5.382 4.428 3.346
H -1.985 7.406 1.579
H 0.530 2.580 -0.745
H 2.335 1.052 -0.946
H 6.761 2.594 3.688
H -6.391 8.868 0.707
H -7.928 0.838 1.200
H -4.126 5.782 3.666
H -7.647 -0.748 -1.206
H -4.813 4.791 4.994